Density functional theory data (wB97M-V/def2-TZVPD) for 7 unconnected molecules or ions with the total composition C27H59BNO12S6 at a distorted geometry.

Highest occupied orbital energy in eV: -4.268
2S+1: 1
ΔE to the lowest compared entry with this formula, charge and spin in kcal/mol: 0.0
Charge: -1

Structure (XYZ):
```
106
C27H59BNO12S6, DFT wB97M-V/def2-TZVPD
B -0.05849 -0.29727 -2.14712
C 0.85908 0.38551 -3.34843
C 1.85644 1.40032 -2.83734
C 1.19481 2.66095 -2.37560
N 0.98889 2.77028 -0.96339
H -0.15416 0.42329 -1.15555
H -1.22032 -0.51719 -2.53680
H 0.46204 -1.35831 -1.77141
H 0.22679 0.94411 -3.98977
H 1.34545 -0.32931 -3.94542
H 2.46954 1.65674 -3.64904
H 2.43690 0.94007 -2.10550
H 0.26801 2.68419 -2.82691
H 1.76839 3.46021 -2.70908
H 1.35935 1.97933 -0.51452
H 0.01911 2.73194 -0.81644
C 7.92530 1.14550 -1.61978
C 7.32541 2.21334 -2.55263
C 5.79529 2.04197 -2.51930
S 5.41638 1.35084 -0.90422
O 4.89080 0.01836 -1.07468
O 4.72928 2.32886 -0.10212
C 7.09849 1.19964 -0.33990
H 8.98011 1.31832 -1.41916
H 7.82824 0.16206 -2.08146
H 7.59480 3.20592 -2.19023
H 7.70497 2.12320 -3.56802
H 5.26615 2.98105 -2.62711
H 5.44693 1.33804 -3.26850
H 7.16353 0.29955 0.27459
H 7.32923 2.08753 0.24617
C -2.78089 -0.44503 1.54063
C -1.62421 -0.38694 2.54657
C -0.86542 0.92958 2.29208
S -2.07481 2.07854 1.62527
O -1.71697 2.39941 0.27255
O -2.35042 3.12010 2.59431
C -3.44076 0.92966 1.58555
H -3.49258 -1.22899 1.78559
H -2.39003 -0.64270 0.54116
H -2.02738 -0.38987 3.56571
H -0.97335 -1.24427 2.45283
H -0.45057 1.35376 3.20049
H -0.08133 0.80693 1.54889
H -4.06283 1.13987 0.72668
H -4.00889 1.06576 2.50266
C -9.29049 2.65561 1.58588
C -8.04912 3.35688 2.15963
C -7.17716 2.27845 2.81967
S -7.52343 0.74948 1.93991
O -8.15764 -0.17393 2.84722
O -6.36876 0.36894 1.17268
C -8.76912 1.42513 0.84723
H -9.85359 3.30743 0.92335
H -9.95159 2.34895 2.39722
H -7.49483 3.83361 1.35261
H -8.31632 4.13176 2.87233
H -6.11731 2.49665 2.73804
H -7.44239 2.12385 3.86084
H -9.52698 0.67186 0.65808
H -8.27419 1.69951 -0.08102
C -2.40306 1.59975 -6.11427
C -2.02342 0.14182 -6.38988
C -1.87183 -0.01825 -7.91157
S -1.38772 1.59678 -8.53208
O -2.44467 2.10443 -9.37719
O -0.02770 1.54636 -9.00845
C -1.44944 2.44233 -6.95688
H -2.32131 1.84129 -5.05825
H -3.43383 1.78268 -6.42594
H -1.07877 -0.07875 -5.89511
H -2.76346 -0.54821 -5.99705
H -1.10697 -0.73766 -8.18009
H -2.81164 -0.28518 -8.38671
H -1.78634 3.46286 -7.11044
H -0.44425 2.43623 -6.54108
C -1.41422 -3.98483 6.16912
C -1.14218 -5.45710 5.82197
C -0.92815 -5.53703 4.30246
S -0.27941 -3.93596 3.80530
O -1.24761 -3.28988 2.96027
O 1.09603 -4.07526 3.40527
C -0.35364 -3.17766 5.42443
H -1.36975 -3.80599 7.24002
H -2.40767 -3.70029 5.82219
H -0.24331 -5.79241 6.33921
H -1.95786 -6.10271 6.13545
H -0.21513 -6.30334 4.02262
H -1.86115 -5.69035 3.76971
H -0.59856 -2.12518 5.31623
H 0.62596 -3.28866 5.88307
C 4.77627 -3.36955 2.97983
C 4.17159 -2.54080 1.83313
C 4.87459 -1.17801 1.83363
S 6.50949 -1.46363 2.51794
O 6.63407 -0.75530 3.76782
O 7.49204 -1.29922 1.47055
C 6.29099 -3.20517 2.86236
H 4.48575 -4.41516 2.91952
H 4.43410 -2.98045 3.93972
H 4.35025 -3.04499 0.88445
H 3.09939 -2.42335 1.93934
H 4.97484 -0.76699 0.83120
H 4.37315 -0.46116 2.47595
H 6.83808 -3.46590 3.76351
H 6.68310 -3.75914 2.01275
```